ORCA calculation (the ωB97M-V functional and the def2-TZVPD basis) on a structure of composition C27H33F4N6O4RbS.

Geometry (Å):
1 Rb 0.00000 0.00000 0.00000
2 C 3.73880 -3.49162 0.49747
3 C 2.62230 -3.37983 -0.53759
4 N 1.95538 -2.07623 -0.54346
5 C 2.83006 -0.92116 -0.76331
6 C 3.57803 -0.88489 -2.09297
7 C 0.79532 -2.05866 -1.47518
8 C -0.46053 -2.89748 -1.09097
9 N -1.30083 -2.20939 -0.09605
10 C -2.62101 -2.15300 -0.35528
11 C -3.25208 -0.92458 -0.12955
12 F -2.48945 0.10243 0.27574
13 C -4.62063 -0.74291 -0.32686
14 F -5.18765 0.45327 -0.10695
15 C -5.41471 -1.79709 -0.75258
16 C -4.81542 -3.03031 -0.97382
17 F -5.58135 -4.05706 -1.37623
18 C -3.44246 -3.21384 -0.77707
19 F -2.93453 -4.44085 -0.98505
20 H 4.09850 -4.52487 0.54652
21 H 3.38236 -3.21401 1.49504
22 H 4.59595 -2.86050 0.24383
23 H 1.89925 -4.16402 -0.29070
24 H 3.02355 -3.62620 -1.52804
25 H 3.55758 -0.84951 0.05364
26 H 2.23619 -0.00216 -0.67277
27 H 4.25749 -1.73549 -2.19970
28 H 4.18139 0.02721 -2.15173
29 H 2.89114 -0.87855 -2.94469
30 H 1.13541 -2.40630 -2.46035
31 H 0.45976 -1.02230 -1.61980
32 H -0.16960 -3.89179 -0.73605
33 H -0.99266 -3.07480 -2.03688
34 H -6.47672 -1.66344 -0.90426
35 O 8.65077 5.43727 -4.00705
36 S 7.83617 6.01948 -2.84269
37 O 6.49889 6.33460 -3.52961
38 O 8.53532 7.54948 -2.50178
39 C 7.62987 4.84427 -1.51311
40 N 8.64790 4.61881 -0.64576
41 C 8.50882 3.72964 0.36912
42 C 7.31087 3.03339 0.53152
43 C 6.25776 3.27038 -0.37151
44 N 6.45625 4.17621 -1.37142
45 C 4.93770 2.56701 -0.27410
46 C 4.64207 1.56059 0.79355
47 C 3.44044 0.95969 0.83163
48 N 2.44218 1.27189 -0.13679
49 C 2.65497 2.13365 -1.07378
50 C 3.95873 2.83103 -1.17097
51 H 9.33079 3.56188 1.05226
52 H 7.23425 2.33387 1.34819
53 H 5.36825 1.29216 1.54882
54 H 3.22394 0.22958 1.60473
55 H 1.87374 2.34810 -1.79496
56 H 4.09856 3.54838 -1.97360
57 O -0.40610 2.59794 0.37927
58 C -0.62863 3.78476 0.58091
59 C 0.17044 4.80878 -0.19049
60 C -0.55823 5.25753 -1.45810
61 C -1.79448 6.12397 -1.20948
62 C -2.86242 5.46819 -0.33151
63 C -2.40226 5.38376 1.14010
64 N -1.71537 4.12503 1.31849
65 H 1.11990 4.32927 -0.51186
66 H 0.44222 5.67566 0.45170
67 H -0.83993 4.35924 -2.05117
68 H 0.14386 5.86442 -2.06944
69 H -2.23836 6.35942 -2.20040
70 H -1.49905 7.08987 -0.74272
71 H -3.14288 4.45850 -0.72575
72 H -3.76817 6.10089 -0.39204
73 H -3.31097 5.36753 1.77852
74 H -1.80104 6.27218 1.44151
75 H -2.19173 3.40734 1.88629
76 H 0.30927 -0.32143 2.53292

Cartesian forces, eV/Å:
Rb -0.415 2.296 2.875
C 0.075 0.138 0.034
C -0.150 0.146 0.413
N -0.666 -0.257 -0.265
C 0.244 -2.797 -1.042
C 0.137 0.052 -0.039
C 0.502 -0.992 -0.589
C -0.345 0.088 0.830
N -0.381 -0.741 -1.450
C 2.062 -0.590 0.416
C -2.254 0.319 0.022
F -0.835 0.477 0.110
C 1.344 -0.818 0.200
F -0.135 0.474 0.044
C -0.393 -0.138 -0.113
C 1.273 0.713 0.327
F -0.196 -0.415 -0.120
C -1.918 0.340 -0.602
F 0.325 -0.338 0.027
H -0.043 0.084 -0.061
H -0.029 0.047 -0.175
H -0.049 -0.013 0.058
H -0.138 0.287 -0.150
H 0.087 -0.066 -0.264
H -0.302 -0.615 -0.487
H 0.028 -2.178 -0.618
H -0.009 0.037 -0.080
H 0.001 -0.066 -0.019
H 0.050 -0.053 0.032
H -0.018 -0.163 -0.188
H 0.809 -1.592 -1.355
H 0.303 -0.100 -0.069
H -0.029 0.065 -0.039
H 0.025 -0.011 0.007
O -0.699 -0.311 4.025
S 0.889 7.687 -8.294
O 1.916 -1.335 3.449
O -2.309 -6.120 0.538
C -0.547 -2.909 3.602
N 0.374 0.242 -0.081
C -1.596 0.775 -1.932
C 0.082 0.181 -0.167
C 1.409 0.980 -0.471
N -0.061 0.173 -0.213
C 0.086 -1.101 1.378
C 0.826 1.736 -1.467
C -0.906 1.784 -1.047
N 0.821 2.772 2.794
C 3.035 1.381 0.656
C -2.069 -0.582 -0.643
H 0.195 0.216 -0.153
H -0.173 -0.104 0.052
H 0.102 0.160 -0.069
H -0.618 0.231 -0.170
H -0.109 -0.063 0.058
H 0.194 -0.030 0.141
O 0.417 0.541 0.255
C -0.539 -1.706 -0.860
C 0.682 0.590 0.306
C 0.085 0.368 -0.415
C -0.223 0.088 -0.554
C -0.393 0.699 -0.166
C -0.955 -0.184 -0.192
N 0.045 0.526 1.427
H -0.659 0.137 0.523
H -0.232 -0.330 -0.401
H 0.173 0.484 0.323
H -0.289 -0.504 0.256
H 0.219 0.011 0.501
H -0.100 -0.478 -0.274
H 0.260 0.715 0.484
H 0.260 -0.250 0.047
H 0.667 -0.013 -0.192
H -0.262 -0.547 -0.252
H 0.771 0.332 -0.902
H 0.268 0.138 0.426

net charge	-2
HOMO level	-0.02621	Eh
gap between HOMO and LUMO	4.12	eV
maximum force	11.34	eV/A

=====

ORCA calculation (the ωB97M-V functional and the def2-TZVPD basis) on a cluster of 2 separate species, C3H9OS in total.

Geometry (Å):
1 C -0.92551 -0.72341 0.93488
2 C 0.54282 -0.31866 0.84597
3 C 0.64319 1.20144 0.60404
4 S 0.82383 1.69602 -1.14676
5 H -1.20933 -1.76705 0.77297
6 H -1.47900 -0.18058 0.18589
7 H -1.30549 -0.35666 1.89202
8 H 1.05660 -0.61693 1.77085
9 H 1.02350 -0.76436 -0.02819
10 H 1.46263 1.62651 1.19118
11 H -0.24926 1.69085 1.01181
12 H 0.25188 -0.25597 -2.03950
13 H -0.57275 -0.31828 -3.27590
14 O -0.06311 -0.91292 -2.71925

Cartesian forces, eV/Å:
C -0.219 0.269 0.098
C -0.143 0.144 -0.407
C 0.029 0.375 0.354
S -0.053 -0.114 0.163
H 0.450 -0.099 0.302
H -0.172 0.311 -0.483
H -0.185 -0.289 0.112
H 0.097 -0.009 -0.214
H 0.105 -0.338 0.307
H 0.188 -0.117 -0.095
H -0.082 -0.105 0.030
H 0.096 -0.056 -0.289
H -0.072 -0.022 -0.111
O -0.038 0.048 0.232

net charge	-1
HOMO level	-0.09719	Eh
gap between HOMO and LUMO	6.87	eV
ΔE to the lowest compared entry with this formula, charge and spin	6.92	kcal/mol
maximum force	0.60	eV/A

=====

ORCA calculation (the ωB97M-V functional and the def2-TZVPD basis) on a structure of composition HO6S3.

Geometry (Å):
1 O 0.47138 1.52597 0.01105
2 O 0.03256 2.24413 -2.30884
3 O -1.82831 1.54605 -0.84844
4 O -1.09344 -1.45710 -2.76043
5 O 1.22281 -1.31113 -1.94053
6 O -0.71665 -1.49304 -0.30288
7 S 0.37747 -1.45344 0.91122
8 S -0.41716 1.54043 -1.13483
9 S -0.16183 -0.89486 -1.80740
10 H 0.51816 -0.11834 0.99727

Cartesian forces, eV/Å:
O -0.212 0.180 -0.625
O -0.069 -0.400 0.378
O 0.417 -0.083 -0.153
O -0.065 0.389 0.446
O -0.492 0.353 0.120
O -0.271 0.196 -1.209
S 0.536 -0.387 0.953
S -0.130 -0.542 -0.289
S 0.314 0.395 0.205
H -0.028 -0.102 0.174

net charge	-1
HOMO level	-0.20130	Eh
gap between HOMO and LUMO	8.64	eV
ΔE to the lowest compared entry with this formula, charge and spin	5.97	kcal/mol
maximum force	1.25	eV/A

=====

| no. | molar mass (g mol⁻¹) |
| --- | --- |
| 1 | 699.13 |
| 2 | 93.17 |
| 3 | 193.20 |